No. 1
DFT (wB97M-V/def2-TZVPD) results for a structure of composition C21H16F6N4O6PdS4.

Geometry as XYZ:
```
58
C21H16F6N4O6PdS4 | the OMol25 dataset | wB97M-V/def2-TZVPD
Pd 0.11243 -1.94133 0.03363
C 2.10790 6.53545 -1.70438
C 1.68973 5.10290 -1.50715
C 0.40082 4.69723 -1.83217
C 0.01057 3.38323 -1.64816
C 0.89885 2.45923 -1.13066
C 2.18284 2.84674 -0.79844
C 2.57134 4.16476 -0.97984
S 0.34925 0.71815 -1.04304
O -0.07726 0.51652 -2.41202
O 1.49586 -0.02730 -0.57626
N -0.91713 0.63160 -0.11749
C -0.90701 0.80992 1.21822
C -0.19968 1.78958 1.90890
C -0.34887 1.95604 3.28422
C -1.22287 1.18625 4.01350
C -1.93410 0.15054 3.37825
C -2.79370 -0.74520 4.04860
C -3.31855 -1.81450 3.37301
C -2.99705 -1.98930 2.01973
N -2.27734 -1.12747 1.34552
C -1.75520 -0.06325 1.98584
H 1.41725 7.04201 -2.37666
H 3.11335 6.59317 -2.11983
H 2.10505 7.07252 -0.75370
H -0.29107 5.42017 -2.24491
H -0.97789 3.04446 -1.91309
H 2.85235 2.09952 -0.39998
H 3.57782 4.46514 -0.72092
H 0.48987 2.41419 1.35870
H 0.24961 2.71363 3.78117
H -1.32532 1.33123 5.08122
H -3.00124 -0.59707 5.10263
H -3.96078 -2.52745 3.86914
H -3.31350 -2.86803 1.47346
S -3.19294 -0.65553 -3.03401
C -2.00985 -1.50471 -3.95297
C -1.09880 -2.06891 -3.12446
N -1.30614 -1.83482 -1.80800
C -2.36213 -1.13843 -1.59555
H -2.05307 -1.51404 -5.02417
H -0.28309 -2.68874 -3.43735
H -2.69967 -0.84146 -0.61816
F 1.34957 -0.97621 2.35162
C 0.73009 -2.11903 1.91106
F 1.54392 -3.11745 2.33497
F -0.32289 -2.24664 2.78750
S -0.12565 -4.07946 0.08165
O -0.51571 -4.38737 -1.29612
O -1.07423 -4.56571 1.07014
N 1.28013 -4.88908 0.33052
S 2.53380 -4.17877 -0.19993
O 3.68692 -5.05018 -0.17828
O 2.78300 -2.81298 0.18265
C 2.30458 -3.82116 -2.07502
F 3.50101 -3.51759 -2.63473
F 1.56136 -2.70496 -2.16027
F 1.76346 -4.73007 -2.90811
```

Output
Electronic energy in hartree: -3800.17435
Total charge: -2
Frontier orbital gap in eV: 6.11
ΔE to the lowest compared entry with this formula, charge and spin in kJ/mol: 225.4

***

No. 2
DFT (wB97M-V/def2-TZVPD) results for a structure of composition C21H17AuClN3O3.

Geometry as XYZ:
```
46
C21H17AuClN3O3 | the OMol25 dataset | wB97M-V/def2-TZVPD
Au -0.03727 -0.05275 0.54676
O -3.70490 1.39053 -1.06121
C -2.71261 0.68752 -0.78394
N -1.55546 1.12760 -0.30716
C -1.52968 2.56469 -0.10848
C -0.13682 3.09812 0.10147
C 0.18330 3.80959 1.25574
C 1.47486 4.27579 1.43380
C 2.41525 4.01815 0.45139
C 1.99996 3.32229 -0.67569
N 0.76214 2.88406 -0.86278
C -2.83645 -0.81137 -0.98169
C -4.09324 -1.39065 -0.83435
C -4.21360 -2.76242 -0.96603
C -3.08317 -3.50949 -1.26057
C -1.88075 -2.83873 -1.42063
N -1.75388 -1.52216 -1.28794
H -2.14354 2.83630 0.76066
H -1.98267 3.07746 -0.96473
H -0.57221 3.95623 2.01711
H 1.74856 4.80817 2.33722
H 3.44620 4.32947 0.55493
H 2.70660 3.09967 -1.46944
H -4.93529 -0.74906 -0.61640
H -5.17455 -3.24613 -0.83292
H -3.12009 -4.58653 -1.35522
H -0.97332 -3.38602 -1.65369
C 1.46661 -1.06574 1.40135
C 2.62411 -0.52156 2.00521
C 2.80067 0.88763 2.06170
C 3.91905 1.45072 2.63316
C 4.92530 0.65035 3.18404
C 4.77351 -0.73587 3.14243
C 3.65957 -1.31641 2.57040
H 2.02485 1.51218 1.63457
H 4.01773 2.53166 2.65212
H 5.80430 1.09676 3.63366
H 5.54368 -1.37249 3.56532
H 3.56134 -2.39286 2.54321
Cl 1.21494 -8.23145 0.75182
C 0.57254 -4.57971 1.17916
C 0.44866 -3.21718 1.63475
O -0.49506 -2.78379 2.26641
O 1.53509 -2.46267 1.30589
H -0.20077 -5.29156 1.41900
H 1.43845 -4.94179 0.64759
```

Output
Electronic energy in hartree: -1796.33762
<S²>: 2.040
Total charge: -2
Spin multiplicity: 3
Frontier orbital gap (spin up / spin down) in eV: 5.54 / 6.48
ΔE to the lowest compared entry with this formula, charge and spin in kJ/mol: 0.0

***

No. 3
DFT (wB97M-V/def2-TZVPD) results for a structure of composition C21H17ClN5S3Ti.

Geometry as XYZ:
```
48
C21H17ClN5S3Ti | the OMol25 dataset | wB97M-V/def2-TZVPD
Ti 0.76150 0.95884 0.24960
N 1.60658 -2.69626 2.64060
C 1.14739 -1.75163 1.81203
S 2.32486 -0.65761 1.12938
N -0.15077 -1.73032 1.59739
N -0.51678 -0.72501 0.76611
C -1.71914 -0.71848 0.32369
C -2.07477 0.34324 -0.61275
C -3.30576 0.40888 -1.24129
C -3.54563 1.43978 -2.13579
C -2.54747 2.36994 -2.37961
C -1.34181 2.24255 -1.71223
N -1.10970 1.25551 -0.84406
H 2.59164 -2.78278 2.81478
H 0.96948 -3.38141 3.01079
H -2.42692 -1.48713 0.61523
H -4.05656 -0.34006 -1.03072
H -4.50094 1.51539 -2.63720
H -2.69623 3.18713 -3.06990
H -0.53563 2.94836 -1.86378
S 2.15079 2.41565 -1.11829
C 1.94886 1.07436 -2.19062
N 1.29123 0.07937 -1.66617
C 1.14602 -0.98941 -2.53847
C 0.52636 -2.20726 -2.27396
C 0.48908 -3.15370 -3.27905
C 1.06099 -2.90267 -4.53010
C 1.68965 -1.70101 -4.79759
C 1.72591 -0.74673 -3.78837
S 2.45709 0.84047 -3.81764
H 0.10467 -2.40342 -1.29685
H 0.01543 -4.10842 -3.09468
H 1.01926 -3.66179 -5.29890
H 2.14052 -1.51114 -5.76203
Cl -1.66219 2.70769 1.79102
C -0.71278 1.72493 2.87843
C -1.38377 1.02765 3.87431
C -0.65264 0.30629 4.79522
C 0.74238 0.30137 4.73134
C 1.38959 0.98581 3.73013
C 0.68310 1.71996 2.75692
C 1.37971 2.40084 1.64849
H -2.46254 1.07240 3.92739
H -1.16445 -0.23754 5.57753
H 1.31601 -0.23806 5.47270
H 2.47015 0.97562 3.67673
H 2.45478 2.45935 1.78227
H 0.96346 3.37044 1.37800
```

Output
Electronic energy in hartree: -3588.36538
Total charge: +1
Frontier orbital gap in eV: 6.94
ΔE to the lowest compared entry with this formula, charge and spin in kJ/mol: 0.0

***

No. 4
DFT (wB97M-V/def2-TZVPD) results for a structure of composition C21H17F5N8O2TcTe.

Geometry as XYZ:
```
55
C21H17F5N8O2TcTe | the OMol25 dataset | wB97M-V/def2-TZVPD
Tc -0.18133 -0.73243 -1.68785
N -1.20432 4.79861 0.32787
C -1.87870 3.54268 0.34265
N -1.06709 2.33801 0.23989
C 0.30998 2.42162 0.33685
N 1.11450 1.41533 0.30182
N 0.63621 0.13652 0.07519
C 0.89015 -0.69639 1.01276
C 0.64430 -2.12456 0.81814
C 0.89684 -3.07101 1.79104
C 0.69901 -4.40867 1.47098
C 0.26399 -4.74689 0.20290
C 0.02438 -3.73741 -0.71955
N 0.21244 -2.46288 -0.40682
C 0.92324 3.72410 0.66109
C 2.28195 3.82775 0.97380
C 2.85444 5.04753 1.25927
C 2.05851 6.19248 1.24340
C 0.71414 6.11419 0.95145
C 0.12960 4.87818 0.65957
H -1.76742 5.61920 0.46872
H -2.66767 3.45910 1.08399
H 1.34271 -0.33736 1.93109
H 1.25079 -2.76966 2.76690
H 0.89269 -5.17754 2.20620
H 0.11011 -5.77719 -0.08216
H -0.33228 -3.93314 -1.72232
H 2.87670 2.92555 0.97614
H 3.90757 5.11546 1.49204
H 2.49573 7.15724 1.46601
H 0.09976 7.00646 0.94112
N 1.72443 -0.99011 -2.36980
C 2.82451 -1.33232 -2.53897
C 4.09150 -1.81925 -2.71003
C 4.53228 -2.76155 -1.74334
N 4.83241 -3.54076 -0.94795
C 4.91949 -1.37099 -3.77041
N 5.59299 -1.00603 -4.63021
C -3.93035 1.65646 -0.23756
O -2.97010 1.93708 -1.24780
C -1.93463 2.76795 -0.92320
C -1.28661 3.34168 -2.14986
H -4.66957 1.00254 -0.69390
H -4.42942 2.56887 0.09346
H -3.46638 1.13560 0.60115
H -1.94385 4.10750 -2.56333
H -1.14845 2.55473 -2.88540
H -0.32486 3.79616 -1.92216
F -3.87354 -1.30528 -4.58345
Te -2.49356 -0.24094 -3.74064
F -1.28829 -2.00434 -2.79352
F -1.46760 -0.87944 -5.14486
F -1.85475 -0.55828 -0.77494
F -2.79022 1.27153 -4.81974
O -0.62510 0.42667 -3.04697
```

Output
Electronic energy in hartree: -2247.10692
<S²>: 3.769
Total charge: 0
Spin multiplicity: 4
Frontier orbital gap (spin up / spin down) in eV: 6.56 / 6.26
ΔE to the lowest compared entry with this formula, charge and spin in kJ/mol: 199.0

***

No. 5
DFT (wB97M-V/def2-TZVPD) results for a structure of composition C21H17N2O2OsS3Te.

Geometry as XYZ:
```
47
C21H17N2O2OsS3Te | the OMol25 dataset | wB97M-V/def2-TZVPD
Os 1.96313 1.68687 -0.70660
C -0.90525 -0.03528 2.15346
C 0.39908 0.23914 1.47734
N 0.49744 1.29345 0.67773
N -0.58967 2.09895 0.66381
C -0.70166 3.02853 -0.20116
S 0.48681 3.27153 -1.48956
S -2.07090 4.10824 -0.11814
C -2.80889 3.75778 -1.77638
C -3.43902 2.41167 -1.65094
C -4.72636 2.28149 -1.13944
C -5.25443 1.02707 -0.90334
C -4.49839 -0.10667 -1.15312
C -3.21996 0.01460 -1.67840
C -2.69653 1.26865 -1.93023
C 1.52444 -0.59754 1.78256
C 1.37251 -1.69191 2.65815
C 2.44790 -2.35878 3.19247
C 3.74808 -1.94761 2.88803
C 3.94831 -0.93410 1.98832
C 2.86229 -0.28018 1.35974
O 3.12086 0.56898 0.42626
H -1.64224 0.70887 1.86281
H -0.79122 -0.01424 3.23396
H -1.26786 -1.02118 1.86545
H -2.01761 3.79559 -2.52398
H -3.52841 4.55800 -1.93804
H -5.30641 3.16883 -0.93183
H -6.25681 0.93353 -0.51276
H -4.90969 -1.08524 -0.95351
H -2.62704 -0.86634 -1.89537
H -1.70643 1.36826 -2.36302
H 0.37747 -2.01295 2.91780
H 2.28836 -3.18343 3.86638
H 4.59374 -2.42952 3.35433
H 4.93996 -0.62825 1.69597
Te 0.65910 -0.36749 -2.40890
C 1.44845 -2.10766 -1.60263
C 2.69977 -2.32432 -1.07264
C 2.87759 -3.63767 -0.62367
C 1.76707 -4.41812 -0.81216
S 0.49344 -3.56425 -1.55993
H 3.45407 -1.55812 -1.02645
H 3.78322 -4.00163 -0.17618
H 1.63500 -5.45022 -0.55395
O 4.21278 2.72687 -2.49308
C 3.36394 2.30578 -1.86916
```

Output
Electronic energy in hartree: -2623.41291
Total charge: +1
Frontier orbital gap (spin up / spin down) in eV: 5.29 / 4.74
ΔE to the lowest compared entry with this formula, charge and spin in kJ/mol: 0.0